{
  "formula": "C20H29N5",
  "method": "ωB97M-V with the def2-TZVPD basis set",
  "energy_ha": -1053.139733,
  "charge": 0,
  "smiles": "c1cc[nH]c1.c1cc[nH]c1.c1cc[nH]c1.CCCC#N.CCCC#N",
  "elements": ["C", "C", "C", "N", "C", "H", "H", "H", "H", "H", "C", "C", "C", "N", "C", "H", "H", "H", "H", "H", "C", "C", "C", "N", "C", "H", "H", "H", "H", "H", "C", "C", "C", "C", "N", "H", "H", "H", "H", "H", "H", "H", "C", "C", "C", "C", "N", "H", "H", "H", "H", "H", "H", "H"],
  "positions_angstrom": [[6.563610, -20.967340, 26.733240], [7.584890, -21.800010, 26.619090], [7.373380, -22.781580, 25.659350], [6.233010, -22.471820, 25.029900], [5.782380, -21.281530, 25.617110], [6.505360, -20.204820, 27.495850], [8.495060, -21.718030, 27.194650], [8.027530, -23.599790, 25.396660], [5.695650, -22.971730, 24.336040], [4.830080, -20.880970, 25.302350], [0.022560, -26.998400, 21.460420], [0.636500, -27.728750, 22.486340], [1.919940, -27.222630, 22.594320], [2.137600, -26.383740, 21.565200], [1.004010, -26.162930, 20.868330], [-1.031550, -26.891830, 21.250900], [0.078810, -28.450280, 23.064940], [2.837200, -27.527880, 23.075820], [2.954640, -25.877320, 21.255220], [0.952840, -25.448540, 20.059980], [4.503970, -24.301780, 22.407160], [4.550640, -24.620490, 21.100240], [5.152790, -25.913610, 21.037540], [5.393490, -26.286250, 22.388690], [5.063200, -25.308950, 23.202560], [4.187230, -23.389370, 22.890480], [4.092750, -23.965200, 20.374080], [5.444480, -26.582610, 20.241460], [5.790400, -27.192420, 22.592200], [5.147480, -25.574110, 24.246110], [3.240070, -23.499680, 26.635160], [2.243910, -24.226040, 25.874960], [2.312840, -25.748030, 26.038890], [2.075140, -26.205770, 27.420320], [1.772930, -26.551970, 28.487300], [3.382550, -23.735060, 27.689860], [3.087480, -22.429810, 26.493130], [4.185300, -23.897100, 26.265420], [2.198410, -23.905780, 24.834060], [1.231190, -23.983230, 26.196730], [3.282310, -26.048260, 25.641270], [1.646200, -26.283870, 25.363200], [7.037440, -29.673450, 19.282070], [6.512510, -30.030080, 17.845900], [5.809220, -31.397280, 17.701130], [6.629770, -32.620700, 17.769690], [7.210960, -33.619680, 17.837200], [7.292680, -28.615500, 19.343000], [7.971510, -30.216270, 19.426890], [6.270530, -29.888140, 20.026290], [7.278380, -29.907410, 17.080060], [5.763940, -29.284120, 17.578920], [5.149990, -31.249260, 16.845790], [5.153710, -31.595930, 18.549040]],
  "atomic_forces_ev_per_a": [[-2.764, 1.945, -1.873], [4.216, -3.587, 0.592], [1.489, -0.102, 0.574], [-1.014, 2.339, 0.588], [-1.722, -0.499, 0.424], [-0.407, 0.236, -0.478], [-0.004, -0.358, 0.168], [-0.217, 0.043, -0.135], [0.518, 0.036, 0.059], [0.037, 0.003, 0.008], [0.477, 1.715, -1.376], [-0.323, 0.649, 0.367], [1.220, -1.410, -0.125], [-0.597, 1.419, -1.231], [-1.769, -1.332, 0.877], [0.038, -0.497, -0.158], [0.501, 0.031, 0.316], [-0.405, -0.329, 0.597], [0.343, -0.504, 0.818], [-0.024, -0.093, 0.105], [0.469, 1.019, 4.603], [1.082, -2.061, -1.881], [-0.347, 0.907, 1.438], [0.591, -1.112, -4.385], [-0.945, 0.476, 0.542], [-0.415, 0.141, -0.445], [0.459, -0.390, -0.539], [-0.210, 0.169, 0.016], [-0.025, 0.303, 0.311], [-0.138, 0.912, 0.223], [1.898, 0.334, 0.572], [-3.285, -1.126, 0.030], [0.578, -0.086, -0.780], [-0.444, -0.320, 0.920], [0.594, 0.509, -1.504], [-0.908, 0.050, 0.224], [0.604, -0.035, 0.122], [0.624, 0.879, -0.349], [0.518, -0.433, -0.238], [-0.208, 0.317, 0.270], [0.365, -0.353, 0.571], [-0.438, 0.180, 0.154], [0.111, -0.338, -1.540], [-0.060, 0.434, 0.974], [0.066, 0.364, 0.866], [0.516, -0.566, -0.909], [-0.516, 1.106, 0.040], [-0.080, 0.057, -0.091], [-0.197, -0.179, 0.535], [0.211, -0.199, 0.084], [0.225, -0.197, 0.171], [-0.186, -0.024, 0.020], [0.276, -1.018, -0.299], [-0.379, 0.575, 0.157]],
  "mulliken_charge": [-0.38, -0.57, -0.33, 0.15, -0.74, 0.41, 0.37, 0.39, 0.23, 0.41, -0.52, -0.56, -0.41, 0.13, -0.52, 0.38, 0.38, 0.44, 0.34, 0.35, 0.52, -1.40, -0.46, 0.12, -0.78, 0.49, 0.43, 0.30, 0.23, 0.56, -0.79, -0.55, 0.21, 0.14, -0.46, 0.37, 0.28, 0.12, 0.28, 0.39, -0.06, 0.10, -1.08, -0.44, -0.46, 0.24, -0.42, 0.30, 0.37, 0.30, 0.33, 0.32, 0.33, 0.23]
}


{
  "formula": "C20H29N6O2PtS",
  "method": "ωB97M-V with the def2-TZVPD basis set",
  "energy_ha": -1774.810358,
  "charge": 3,
  "s_squared": 6.061,
  "spin_multiplicity": 5,
  "elements": ["Pt", "C", "C", "N", "C", "C", "S", "C", "C", "N", "H", "H", "H", "H", "H", "H", "H", "H", "H", "H", "H", "H", "H", "H", "N", "C", "C", "C", "O", "O", "H", "H", "H", "H", "H", "H", "C", "C", "N", "C", "C", "C", "C", "C", "C", "C", "C", "N", "C", "N", "H", "H", "H", "H", "H", "H", "H", "H", "H"],
  "positions_angstrom": [[1.016354, -0.033641, 1.200413], [2.384533, -2.590668, 0.119430], [3.489459, -1.875555, 0.916501], [2.997265, -0.701737, 1.731544], [3.987434, 0.428654, 1.720356], [4.007059, 1.134208, 0.391760], [2.237672, 1.324651, -0.156554], [2.217811, 0.578244, -1.801005], [2.054077, -0.949687, -1.917945], [1.570204, -1.685678, -0.720058], [2.850847, -3.367649, -0.555461], [1.684511, -3.139602, 0.831317], [3.952713, -2.572119, 1.635731], [4.270165, -1.425110, 0.300056], [2.953603, -1.059756, 2.699028], [3.710666, 1.169926, 2.509356], [4.980155, -0.031456, 1.968812], [4.414299, 2.181019, 0.405836], [4.535499, 0.582354, -0.402658], [1.381864, 1.106443, -2.254818], [3.110018, 0.839633, -2.314847], [1.287314, -1.144420, -2.709385], [2.970998, -1.479882, -2.247148], [0.631671, -2.088304, -0.782815], [0.176120, -0.319062, 3.263118], [-1.221043, -0.208022, 3.649842], [-1.996958, -1.496311, 3.304487], [-1.730514, -1.981380, 1.899889], [-2.612703, -2.525324, 1.163407], [-0.464199, -1.940637, 1.474962], [0.445811, -1.295498, 3.386490], [0.682725, 0.223816, 3.950438], [-1.612919, 0.711906, 3.170510], [-1.274256, 0.009482, 4.728700], [-3.080048, -1.352112, 3.507488], [-1.735437, -2.273344, 4.068937], [-2.072023, 2.872714, 1.386595], [-0.833973, 2.226649, 1.421257], [-0.640183, 1.026085, 0.804768], [-1.570789, 0.563334, -0.075146], [-2.843509, 1.125423, -0.083884], [-3.112696, 2.325702, 0.636845], [-3.896385, 0.549039, -0.915403], [-3.719304, -0.007060, -2.150817], [-2.771954, 0.400441, -3.168266], [-2.848538, -0.155400, -4.450149], [-2.155048, 0.529402, -5.429798], [-1.398020, 1.631254, -5.205041], [-1.274382, 1.962266, -3.954298], [-1.920357, 1.403023, -2.958525], [-2.186027, 3.750668, 1.998631], [-0.058320, 2.637090, 2.061312], [-1.260858, -0.249206, -0.723174], [-4.090777, 2.774626, 0.517666], [-4.904330, 0.578994, -0.474638], [-4.340522, -0.837094, -2.495098], [-3.393336, -1.062846, -4.686229], [-2.240630, 0.367943, -6.512729], [-0.740826, 2.833587, -3.679616]],
  "atomic_forces_ev_per_a": [[1.569, 0.444, -0.080], [0.299, -0.795, -0.012], [0.086, 0.156, 0.061], [-1.166, -0.812, 0.611], [0.571, 0.064, 1.177], [-0.208, 0.379, -0.833], [0.427, 0.321, -0.130], [-0.859, -0.760, 0.300], [-0.457, -1.386, -0.384], [-0.855, 0.954, 1.565], [-0.294, 0.634, 0.764], [0.776, 0.784, -1.018], [-0.025, 0.080, -0.626], [-0.044, -0.639, -0.300], [0.073, 0.480, -0.475], [0.207, -0.803, -0.413], [-0.668, 0.706, -0.169], [-0.285, -1.066, 0.278], [-0.229, 0.201, 0.309], [-0.063, -0.121, -0.253], [0.801, 0.681, -0.402], [0.708, 0.189, 0.524], [-0.271, 0.616, 0.143], [0.287, 0.325, -0.279], [1.504, -0.198, 0.397], [-1.269, 0.787, -0.357], [-1.297, 0.288, 1.054], [4.325, -0.299, -0.348], [0.618, 0.558, 0.442], [-4.598, -0.933, 0.220], [0.157, 0.184, 0.246], [0.465, 0.117, 0.040], [-0.169, -0.751, 0.120], [-0.191, -0.463, -0.310], [0.546, 0.054, -0.361], [0.107, 0.140, -1.018], [-0.310, -0.615, -0.526], [-0.533, -0.376, 0.526], [-0.853, 0.435, -1.535], [1.077, 0.612, 1.173], [-1.711, -0.358, -1.377], [1.019, -0.483, 0.482], [0.036, 2.251, 4.569], [1.699, -2.303, -4.789], [-1.405, -0.425, 0.691], [0.377, -0.300, -0.858], [0.306, 1.014, -1.322], [-0.296, -1.012, -1.075], [-0.816, -0.197, 0.846], [0.138, 0.704, 2.009], [-0.101, 0.323, -0.160], [0.120, -0.311, -0.208], [-0.317, -0.089, 0.246], [0.081, 0.118, 0.300], [0.283, 0.526, -0.497], [0.045, 0.070, 0.422], [-0.203, 0.251, 0.036], [-0.146, -0.700, 0.607], [0.935, 0.749, -0.046]],
  "mulliken_charge": [1.49, -0.85, -0.42, -0.81, -0.74, -0.66, -0.01, -0.55, -0.71, -0.21, 0.53, 0.20, 0.46, 0.37, 0.47, 0.40, 0.44, 0.51, 0.44, 0.18, 0.59, 0.45, 0.42, 0.36, -0.69, -0.53, -0.69, 0.59, -0.20, -0.56, 0.30, 0.32, 0.16, 0.51, 0.45, 0.35, -0.78, -0.44, 0.73, -0.29, 0.78, -0.69, -1.04, -0.73, 0.85, -0.63, -0.30, -0.51, -0.22, -0.28, 0.51, 0.36, 0.39, 0.61, 0.54, 0.42, 0.42, 0.42, 0.54]
}


Results for relative energy (zero: lowest compared OMol25 entry of this formula, charge and spin): 46.3; 37.6 (in kcal/mol, following the order of the records).